Entry from OMol25: C22H30FeO5 as an isolated structure (ωB97M-V/def2-TZVPD).

XYZ file:
```
58
Properties=species:S:1:pos:R:3:forces:R:3
Fe -0.460 -0.062 -0.414 0.037 -0.051 0.009
O 0.626 -1.187 3.385 0.016 -0.004 -0.003
C 0.677 -0.824 2.217 -0.037 0.016 0.011
O -0.325 -0.369 1.547 0.012 0.010 -0.014
C 2.048 -0.827 1.511 -0.006 -0.022 0.007
C 2.401 0.564 0.917 -0.014 0.009 -0.019
C 3.896 0.600 0.541 0.004 -0.001 0.001
C 3.956 -0.273 -0.731 0.008 -0.007 0.003
C 2.505 -0.719 -0.845 -0.012 0.006 -0.015
O 1.787 0.456 -0.405 0.002 0.012 -0.009
C 2.180 -1.748 0.245 0.027 0.014 0.007
C 0.963 -2.605 -0.153 -0.039 -0.037 0.014
O 0.983 -3.800 0.109 0.015 0.011 -0.005
O 0.040 -1.990 -0.806 0.008 0.014 -0.009
H 2.774 -1.126 2.263 -0.002 -0.006 -0.002
H 1.914 2.613 0.842 0.001 0.001 0.005
H 4.524 0.228 1.351 -0.003 0.000 -0.002
H 4.193 1.623 0.318 0.003 0.002 0.003
H 4.634 -1.122 -0.645 0.003 0.003 0.001
H 4.251 0.317 -1.599 -0.003 0.000 -0.001
H 2.158 -0.990 -1.838 0.000 -0.001 0.002
H 3.006 -2.444 0.388 0.000 0.001 0.004
C -4.053 0.592 -0.072 0.009 0.008 -0.002
C -2.811 0.849 -0.873 -0.019 -0.004 -0.008
C -2.036 1.965 -0.683 0.033 -0.007 -0.029
C -0.772 2.104 -1.361 -0.032 0.012 0.032
C 0.047 3.347 -1.187 -0.011 -0.005 -0.008
C -0.580 1.294 -2.546 0.043 -0.004 -0.024
C -1.346 0.180 -2.767 -0.043 0.000 0.031
C -1.069 -0.779 -3.885 0.003 -0.007 -0.011
C -2.358 -0.155 -1.800 0.011 0.035 0.007
H -4.923 0.484 -0.726 -0.003 -0.002 0.004
H -4.244 1.403 0.631 0.000 -0.001 0.002
H -3.954 -0.337 0.496 -0.005 -0.003 0.001
H -2.321 2.698 0.065 -0.001 -0.004 0.006
H -0.271 4.150 -1.872 0.006 0.000 -0.001
H 1.105 3.153 -1.383 0.004 0.002 0.001
H -0.034 3.738 -0.171 0.001 -0.003 0.006
H 0.243 1.524 -3.216 -0.005 0.006 -0.001
H -0.238 -0.437 -4.503 0.001 0.002 0.002
H -1.948 -0.905 -4.522 -0.003 -0.002 0.006
H -0.817 -1.759 -3.470 0.002 -0.001 -0.001
H -2.915 -1.076 -1.907 0.001 -0.003 -0.004
C 3.783 3.148 2.610 -0.004 0.003 0.000
C 2.511 2.340 2.891 -0.007 -0.007 -0.004
C 1.485 3.284 3.528 0.005 -0.002 -0.001
C 2.841 1.232 3.893 -0.002 -0.003 -0.008
C 1.859 1.815 1.589 -0.006 0.018 0.009
H 4.127 3.629 3.530 0.000 0.000 -0.001
H 3.598 3.930 1.869 0.002 0.000 -0.001
H 4.597 2.519 2.248 0.005 0.001 0.000
H 1.895 3.750 4.427 0.000 0.001 -0.001
H 0.582 2.736 3.805 -0.003 0.001 0.002
H 1.201 4.078 2.832 0.000 0.001 -0.004
H 3.184 1.679 4.831 -0.001 -0.002 0.002
H 3.644 0.590 3.526 0.002 0.003 0.001
H 1.979 0.599 4.103 0.001 -0.001 0.007
H 0.798 1.647 1.779 0.001 -0.007 -0.001
```
Forces are in eV/Å.

Spin multiplicity   6
LUMO level (spin up / spin down)   0.09939 / 0.09893 Eh
HOMO level (spin up / spin down)   -1.674 / -5.015 eV
Charge   -1

Löwdin atomic charge list, values in e, 4 entries: atom 1 (Fe): 0.8820, atom 2 (O): 0.0337, atom 3 (C): -0.5993, atom 4 (O): -0.0904



Entry from OMol25: one molecule with the formula C22H30N2O3 (ωB97M-V/def2-TZVPD).

XYZ file:
```
57
Properties=species:S:1:pos:R:3:forces:R:3
C -4.080 -3.251 1.508 0.078 -0.154 0.273
H -4.555 -2.709 2.333 0.030 -0.011 -0.036
O -4.497 -2.757 0.262 -0.077 0.526 -0.514
C -4.223 -1.439 -0.041 -0.108 -0.196 -0.123
C -3.560 -0.547 0.780 -0.101 -0.115 -0.018
C -3.337 0.766 0.370 -0.044 0.112 -0.028
C -3.797 1.169 -0.874 0.012 -0.062 0.184
C -4.464 0.284 -1.705 -0.101 -0.328 -0.035
C -4.678 -1.022 -1.302 0.103 -0.015 0.229
O -5.331 -1.891 -2.119 -0.008 -0.037 0.023
H -5.391 -2.740 -1.661 0.009 0.036 -0.013
H -4.826 0.591 -2.672 -0.061 0.026 -0.134
H -3.642 2.187 -1.200 0.028 0.130 -0.030
C -2.535 1.701 1.241 0.068 -0.006 -0.011
N -1.097 1.667 1.001 -0.012 0.044 0.046
C -0.716 2.119 -0.324 0.271 -0.015 -0.090
H -1.045 1.418 -1.110 -0.023 0.097 0.033
C 0.811 2.283 -0.392 -0.031 0.322 0.012
N 1.515 1.056 -0.048 0.058 -0.070 -0.183
C 1.038 0.527 1.216 -0.189 -0.137 0.208
C -0.487 0.381 1.281 0.353 -0.028 -0.004
H -0.819 -0.397 0.571 -0.028 0.015 0.081
H -0.774 0.069 2.289 -0.018 -0.072 -0.005
H 1.356 1.212 2.005 -0.020 -0.072 0.085
H 1.512 -0.442 1.389 0.001 0.063 0.080
C 1.545 0.066 -1.113 -0.056 0.049 -0.029
C 2.555 -1.007 -0.807 -0.079 -0.133 -0.083
C 2.242 -2.352 -0.932 -0.041 0.179 -0.032
C 3.188 -3.326 -0.658 0.124 -0.052 0.029
C 4.466 -2.980 -0.246 -0.063 -0.074 0.000
C 4.775 -1.630 -0.115 -0.045 -0.002 -0.030
C 3.836 -0.658 -0.394 0.002 -0.023 -0.030
H 4.079 0.388 -0.286 0.030 0.127 0.037
H 5.767 -1.343 0.206 0.111 0.041 0.035
C 5.499 -4.024 0.051 0.020 0.035 -0.009
H 5.906 -3.886 1.051 0.059 -0.060 0.053
H 6.325 -3.949 -0.657 0.080 -0.065 -0.011
H 5.076 -5.023 -0.019 0.025 -0.082 0.012
H 2.924 -4.369 -0.764 -0.004 -0.107 0.004
H 1.251 -2.645 -1.250 -0.116 0.003 -0.019
H 1.850 0.584 -2.029 -0.119 -0.008 0.033
H 0.565 -0.399 -1.307 0.091 0.001 -0.066
C 1.278 3.424 0.523 -0.150 0.204 -0.472
H 0.662 3.452 1.422 0.050 0.029 0.122
H 2.314 3.228 0.813 0.036 0.005 0.066
C 1.205 4.781 -0.178 -0.123 -0.095 0.572
O 1.983 4.835 -1.350 0.363 -0.029 -0.391
H 2.881 4.561 -1.131 -0.054 0.049 -0.031
H 0.183 4.994 -0.500 0.000 0.041 0.071
H 1.516 5.571 0.522 -0.151 -0.078 -0.077
H 1.088 2.544 -1.420 -0.035 -0.067 0.102
H -1.191 3.084 -0.512 -0.066 0.030 -0.078
H -2.861 2.732 1.079 -0.052 -0.042 0.060
H -2.687 1.454 2.296 -0.068 0.056 -0.034
H -3.213 -0.854 1.755 0.033 -0.071 0.107
H -2.992 -3.198 1.617 -0.045 0.015 -0.005
H -4.394 -4.293 1.534 0.051 0.070 0.064
```
Forces are in eV/Å.

Spin multiplicity   1
LUMO level   0.02163 Eh
Energy relative to the best compared isomer or geometry (same formula, charge and spin)   63.5 kcal/mol
HOMO level   -8.001 eV

Löwdin atomic charge list, values in e, 4 entries: atom 1 (C): -0.0821, atom 2 (H): 0.0983, atom 3 (O): -0.0954, atom 4 (C): -0.1942



Entry from OMol25: one molecule with the formula C22H30N4O3S (ωB97M-V/def2-TZVPD).

XYZ file:
```
60
Properties=species:S:1:pos:R:3:forces:R:3
C -4.735 -1.128 2.435 0.144 -0.148 0.037
H -5.722 -1.181 1.984 -0.099 0.032 -0.018
H -4.804 -1.465 3.466 -0.056 0.022 0.117
H -4.414 -0.089 2.434 -0.012 0.125 0.013
C -3.743 -1.998 1.660 -0.110 0.093 0.037
C -3.667 -1.563 0.224 0.161 -0.009 0.037
C -4.663 -1.942 -0.669 0.058 0.028 -0.008
C -4.650 -1.518 -1.984 -0.046 -0.004 -0.025
C -3.634 -0.693 -2.436 0.012 0.022 -0.045
C -2.628 -0.310 -1.570 -0.019 -0.013 0.054
C -2.639 -0.747 -0.251 -0.263 -0.238 -0.311
N -1.600 -0.310 0.623 -0.279 0.198 0.031
C -0.510 -1.031 0.911 0.025 -0.513 0.018
O 0.382 -0.584 1.636 0.090 0.066 0.270
C -0.377 -2.393 0.263 0.023 0.051 0.014
C 0.384 -2.277 -1.065 0.022 -0.105 -0.062
C 1.897 -2.149 -0.986 -0.489 0.005 0.006
O 2.602 -2.467 -1.925 -0.182 -0.096 -0.213
N 2.420 -1.653 0.163 -0.213 0.011 0.266
C 3.774 -1.492 0.314 0.780 -0.242 -0.737
N 4.312 -1.020 1.386 -0.843 0.070 0.424
C 5.661 -0.965 1.265 0.530 -0.086 -0.345
C 6.157 -1.400 0.080 -0.200 -0.008 -0.012
S 4.883 -1.916 -0.966 0.288 0.275 0.609
H 7.179 -1.448 -0.234 0.268 0.002 -0.036
H 6.233 -0.591 2.094 0.181 0.051 0.098
H 1.835 -1.318 0.938 0.001 -0.099 -0.183
H 0.189 -3.161 -1.676 0.064 0.109 0.014
H 0.015 -1.418 -1.633 0.032 -0.040 -0.054
H 0.163 -3.053 0.944 -0.091 0.081 0.041
H -1.360 -2.818 0.066 0.098 -0.022 0.030
C -1.707 1.056 1.114 0.107 0.430 0.143
H -1.259 1.105 2.109 -0.087 -0.002 -0.070
H -2.762 1.330 1.159 0.150 -0.005 -0.032
C -0.988 2.040 0.166 -0.276 -0.459 0.532
O -1.608 2.834 -0.511 -0.234 0.303 -0.225
N 0.340 1.872 0.170 0.595 -0.090 0.048
H 0.728 1.192 0.811 -0.214 0.017 0.022
C 1.296 2.612 -0.655 0.050 0.210 -0.427
C 0.962 2.376 -2.133 -0.019 0.060 0.204
H 1.053 1.320 -2.381 0.041 -0.130 -0.024
H -0.054 2.704 -2.338 -0.057 0.021 -0.068
H 1.643 2.939 -2.765 0.116 0.062 -0.096
C 1.196 4.105 -0.335 -0.040 -0.181 -0.032
H 1.954 4.657 -0.884 0.128 0.091 -0.066
H 0.214 4.472 -0.620 -0.039 0.070 -0.012
H 1.331 4.279 0.729 0.049 0.054 0.108
C 2.698 2.054 -0.362 -0.164 0.090 0.203
C 3.179 2.222 1.075 0.044 0.001 -0.236
H 4.130 1.711 1.199 0.042 -0.025 0.083
H 3.321 3.271 1.321 -0.013 0.112 0.086
H 2.482 1.788 1.787 -0.023 -0.047 0.175
H 3.403 2.549 -1.033 -0.038 -0.029 -0.099
H 2.702 0.991 -0.615 0.008 -0.047 -0.113
H -1.839 0.347 -1.904 0.116 0.078 -0.034
H -3.623 -0.348 -3.458 0.005 0.033 -0.100
H -5.437 -1.825 -2.656 -0.071 -0.032 -0.066
H -5.461 -2.580 -0.317 -0.093 -0.088 0.043
H -4.073 -3.038 1.704 0.085 -0.011 -0.002
H -2.763 -1.934 2.135 -0.042 -0.105 -0.010
```
Forces are in eV/Å.

Spin multiplicity   1
LUMO level   0.02052 Eh
Energy relative to the best compared isomer or geometry (same formula, charge and spin)   13.4 kcal/mol
HOMO level   -8.399 eV

Löwdin atomic charge list, values in e, 4 entries: atom 1 (C): -0.0763, atom 2 (H): 0.0755, atom 3 (H): 0.0742, atom 4 (H): 0.0687